DFT (ωB97M-V/def2-TZVPD) results for C36H13AlF4N11O2Se as an isolated structure in a non-equilibrium geometry.

**Total charge**: +3
**Total energy**: -140814.8914 eV

Each line ends with the natural charge from an NBO analysis.
Geometry (Å):
1 Al -0.886 -1.044 0.570  1.92
2 Se -8.173 -1.138 2.133  1.10
3 N -7.046 -2.431 1.537  -0.56
4 C -5.877 -1.854 1.449  0.13
5 C -4.726 -2.502 0.915  -0.08
6 C -4.689 -3.832 0.504  -0.04
7 C -3.486 -4.380 0.146  -0.22
8 C -2.326 -3.578 0.119  0.11
9 N -2.362 -2.290 0.403  -0.65
10 C -3.546 -1.776 0.867  0.25
11 C -3.430 -0.406 1.349  0.17
12 N -2.203 0.135 1.357  -0.63
13 C -2.061 1.429 1.685  0.08
14 C -3.168 2.145 2.135  -0.22
15 C -4.394 1.537 2.320  -0.06
16 C -4.566 0.265 1.837  -0.03
17 C -5.842 -0.505 1.806  0.07
18 N -6.931 0.129 2.192  -0.56
19 H -5.653 -4.362 0.549  0.28
20 H -3.449 -5.425 -0.069  0.27
21 H -1.398 -4.042 -0.142  0.23
22 H -1.099 1.951 1.730  0.24
23 H -3.074 3.169 2.476  0.26
24 H -5.197 2.128 2.824  0.28
25 O 6.341 -2.855 0.454  -0.30
26 N 5.278 -3.444 0.378  0.53
27 O 5.059 -4.581 0.013  -0.34
28 C 3.991 -2.701 0.796  0.08
29 C 4.032 -2.059 1.937  -0.17
30 C 2.815 -1.481 2.380  -0.02
31 C 2.683 -0.932 3.680  -0.04
32 C 1.432 -0.373 4.096  -0.24
33 C 0.356 -0.560 3.229  0.11
34 N 0.448 -1.103 2.017  -0.64
35 C 1.667 -1.616 1.638  0.25
36 C 1.692 -2.243 0.324  0.12
37 N 0.497 -2.280 -0.345  -0.60
38 C 0.517 -2.924 -1.525  0.12
39 C 1.652 -3.622 -1.969  -0.23
40 C 2.814 -3.634 -1.269  -0.04
41 C 2.862 -2.894 -0.048  0.00
42 H 4.887 -2.055 2.548  0.27
43 H 3.571 -0.859 4.276  0.26
44 H 1.250 0.136 5.053  0.28
45 H -0.682 -0.235 3.511  0.23
46 H -0.431 -2.828 -2.108  0.23
47 H 1.525 -4.135 -2.892  0.27
48 H 3.685 -4.143 -1.697  0.29
49 F 3.860 2.205 -3.182  -0.25
50 C 2.934 3.101 -3.009  0.36
51 C 3.124 4.371 -3.382  0.42
52 F 4.317 4.749 -3.820  -0.24
53 C 2.117 5.398 -3.187  -0.15
54 C 0.862 4.957 -2.625  0.45
55 C 0.721 3.676 -2.284  0.31
56 F -0.432 3.362 -1.641  -0.30
57 C 1.679 2.673 -2.452  0.04
58 C 1.427 1.276 -2.156  -0.40
59 C 0.401 0.835 -1.306  0.62
60 N -0.366 0.285 -0.614  -0.67
61 C 2.304 0.204 -2.431  0.28
62 N 2.912 -0.775 -2.524  -0.28
63 F -0.094 5.781 -2.348  -0.23
64 C 2.273 6.753 -3.445  0.04
65 C 1.183 7.702 -3.438  0.18
66 N 0.361 8.535 -3.448  -0.06
67 C 3.512 7.313 -3.793  0.18
68 N 4.548 7.701 -4.081  -0.04

Atomic forces in eV per Å
0.76 -0.78 0.11
-0.06 -0.78 -0.27
-1.11 0.73 0.48
-1.07 -0.17 -0.25
1.39 0.19 0.01
-0.88 -0.06 0.21
0.34 0.41 0.11
-1.14 -1.32 -0.28
-0.34 0.29 0.70
0.69 0.28 -0.19
-1.15 0.24 0.42
0.38 0.32 -0.21
-0.79 0.63 0.72
0.34 0.22 0.57
-0.66 1.48 0.36
-0.32 -2.02 -0.72
1.59 3.16 0.90
-0.08 -1.49 -0.23
0.71 -0.11 -0.15
0.33 -0.43 -0.27
0.44 0.05 -0.12
-0.10 -0.74 -0.44
0.31 -0.05 -0.18
0.52 -0.82 -0.64
-1.30 -0.69 0.02
-0.36 0.70 0.17
0.60 0.24 0.12
2.23 -1.80 -1.82
-0.98 0.53 0.40
-0.44 -0.05 1.96
-1.84 1.50 -0.08
1.34 -1.20 -0.54
-1.40 0.85 0.47
0.61 -0.46 0.03
-1.24 0.57 -1.69
-0.46 -0.22 1.48
0.86 -0.07 -0.52
-0.74 0.64 0.57
-1.46 0.32 -0.12
0.78 0.32 0.27
-0.51 -0.05 -1.13
1.08 0.19 0.55
0.19 0.06 0.47
0.37 -0.45 -0.47
1.26 -0.20 -0.17
1.01 -0.43 0.32
0.28 -0.35 -0.62
-0.39 0.19 0.44
0.81 -0.56 -0.11
-1.39 -0.69 0.15
1.05 1.77 0.16
-0.73 -0.32 0.00
-0.61 0.94 -0.08
1.11 0.20 -0.41
-1.59 -0.95 1.33
0.41 -0.35 -0.33
0.44 -1.53 -0.44
-0.40 2.02 0.61
-0.52 -0.20 0.01
1.18 0.89 -1.26
0.81 -1.13 -0.04
-0.37 0.70 -0.05
-0.38 0.48 -0.04
-0.76 -0.48 -0.11
-1.18 1.39 0.22
1.74 -1.80 -0.02
-0.11 -0.31 -0.08
0.90 0.53 -0.23

DFT (ωB97M-V/def2-TZVPD) results for a 2-piece molecular cluster, C15H18F6N2O5Si overall in a non-equilibrium geometry.

**Total energy**: -53248.8470 eV
**SMILES**: C[Si](C)(C)[C@@](C#N)([C@@H](C#N)CCC(=O)O)C(F)(F)C(F)(F)F.O=C1OC[C@@H](F)O1

Each line ends with the natural charge from an NBO analysis.
Geometry (Å):
1 C -1.817 3.643 0.929  -1.13
2 Si -0.533 2.673 -0.016  1.69
3 C -1.111 2.550 -1.799  -1.14
4 C 1.098 3.601 -0.011  -1.13
5 C -0.361 0.837 0.629  -0.60
6 C -1.677 0.250 0.389  0.30
7 N -2.691 -0.252 0.201  -0.30
8 C 0.697 0.102 -0.284  -0.33
9 C 1.617 -0.770 0.447  0.29
10 N 2.288 -1.469 1.057  -0.30
11 C 0.094 -0.718 -1.442  -0.37
12 C 1.181 -1.259 -2.376  -0.53
13 C 1.975 -0.145 -2.991  0.79
14 O 1.491 0.808 -3.551  -0.60
15 O 3.305 -0.303 -2.841  -0.67
16 C -0.154 0.699 2.149  0.64
17 F -0.129 -0.599 2.543  -0.31
18 F -1.238 1.269 2.765  -0.32
19 C 1.096 1.439 2.734  0.92
20 F 1.530 0.803 3.824  -0.29
21 F 0.767 2.695 3.068  -0.30
22 F 2.094 1.498 1.841  -0.31
23 H -1.993 4.558 0.364  0.25
24 H -1.543 3.872 1.953  0.25
25 H -2.759 3.095 0.919  0.25
26 H -0.279 2.413 -2.487  0.26
27 H -1.586 3.507 -2.011  0.25
28 H -1.861 1.779 -1.957  0.25
29 H 1.264 4.068 0.957  0.25
30 H 1.042 4.398 -0.750  0.25
31 H 1.954 2.975 -0.248  0.24
32 H 1.307 0.869 -0.766  0.26
33 H -0.436 -1.583 -1.058  0.24
34 H -0.565 -0.093 -2.035  0.24
35 H 1.819 -1.996 -1.899  0.25
36 H 0.665 -1.773 -3.187  0.26
37 H 3.726 0.554 -3.006  0.50
38 C -0.867 -3.433 0.949  -0.15
39 C -1.221 -4.705 1.683  0.45
40 O -1.573 -5.579 0.623  -0.49
41 C -0.907 -5.176 -0.495  0.97
42 O -0.792 -5.812 -1.485  -0.55
43 O -0.384 -3.938 -0.303  -0.50
44 F -2.284 -4.548 2.506  -0.32
45 H -1.750 -2.814 0.776  0.21
46 H -0.099 -2.845 1.444  0.22
47 H -0.399 -5.145 2.250  0.16

Atomic forces in eV per Å
-0.03 -0.53 -0.21
-0.12 0.86 -0.53
0.08 -0.10 0.47
-0.16 -0.25 0.24
0.07 -0.32 -0.02
0.05 -0.21 0.15
-0.20 0.03 -0.08
0.08 0.09 -0.31
-0.21 0.10 0.19
0.23 -0.23 -0.02
0.42 -0.18 -0.12
-0.30 -0.21 -0.20
0.16 0.14 -0.28
0.07 -0.01 0.32
-0.10 0.12 0.45
-0.43 0.46 0.23
0.02 0.39 -0.15
0.40 -0.34 -0.14
0.08 -0.28 0.30
-0.08 0.32 -0.32
0.14 -0.29 -0.12
-0.15 0.02 0.25
0.09 0.19 0.06
0.00 0.08 0.09
-0.09 -0.03 0.15
0.01 -0.11 -0.14
0.01 0.10 -0.12
-0.06 -0.07 -0.08
0.13 -0.01 0.08
-0.07 0.02 -0.14
0.12 0.04 -0.05
0.13 0.11 0.18
-0.30 0.07 0.04
-0.20 0.06 0.12
0.13 0.07 0.15
0.01 -0.03 -0.09
0.03 -0.07 -0.39
0.09 0.21 0.06
-0.16 -0.03 -0.11
0.26 -0.05 0.07
-0.08 0.07 0.02
-0.04 -0.02 -0.07
-0.02 0.03 0.07
-0.02 -0.02 -0.07
-0.08 -0.08 0.09
0.12 -0.09 -0.12
-0.06 0.00 0.09

DFT (ωB97M-V/def2-TZVPD) results for C3H3O2Tl as an isolated structure in a non-equilibrium geometry.

**Total energy**: -11943.6737 eV
**Energy relative to the best compared isomer or geometry (same formula, charge and spin)**: 59.2 kcal per mole

Each line ends with the Mulliken charge.
Geometry (Å):
1 O -0.459 -0.706 0.982  -0.41
2 C 0.599 0.721 -0.800  -0.26
3 C 0.768 -0.391 1.706  -0.13
4 C 0.490 0.198 0.431  0.27
5 H 0.748 1.864 -0.893  0.20
6 H 1.454 -1.239 1.796  0.19
7 H 0.598 0.167 2.632  0.21
8 O -0.412 0.698 -1.650  -0.60
9 Tl -1.687 -0.948 -0.949  0.53

Atomic forces in eV per Å
0.54 -0.37 0.43
-1.81 4.51 0.85
0.52 0.22 0.46
0.98 -0.04 0.47
2.50 -1.65 0.65
-0.20 0.27 -0.09
0.03 -0.14 -0.32
-0.71 -1.81 -1.15
-1.85 -0.98 -1.28

DFT (ωB97M-V/def2-TZVPD) results for one molecule with the formula CH3N2PS in a non-equilibrium geometry.

**Total energy**: -24183.8734 eV
**Energy relative to the best compared isomer or geometry (same formula, charge and spin)**: 142.1 kcal per mole

Each line ends with the natural charge from an NBO analysis.
Geometry (Å):
1 C -1.355 0.461 -0.150  -0.45
2 N -0.019 -0.482 -0.142  0.03
3 N 1.111 -0.043 0.087  -0.38
4 P 2.728 -0.275 0.260  0.53
5 S -3.062 0.067 0.083  -0.14
6 H -1.026 1.348 0.359  0.20
7 H -1.306 0.537 -1.168  0.26
8 H 2.930 -1.612 0.670  -0.05

Atomic forces in eV per Å
-2.15 0.36 2.69
3.51 0.79 0.35
-3.40 -2.61 -0.56
0.30 1.53 -0.47
1.90 -0.13 0.16
0.14 0.28 0.43
0.61 0.18 -2.98
-0.92 -0.38 0.37